Record 1
{"formula": "C60H56InN6O4P2S2Te", "method": "wB97M-V/def2-TZVPD", "total_charge": 1, "molar_mass_g_mol": 1293.65, "energy_ha": -4886.59339, "symbols": ["In", "C", "O", "C", "C", "C", "C", "C", "C", "N", "N", "C", "C", "C", "C", "O", "C", "N", "C", "C", "C", "C", "H", "H", "H", "H", "H", "H", "H", "H", "H", "H", "H", "H", "O", "C", "C", "C", "C", "N", "C", "C", "C", "C", "C", "C", "O", "C", "C", "N", "H", "H", "H", "H", "H", "H", "H", "H", "H", "H", "H", "H", "C", "S", "C", "C", "C", "N", "P", "C", "C", "C", "C", "C", "C", "C", "C", "C", "C", "C", "C", "P", "C", "C", "C", "C", "C", "C", "C", "C", "C", "C", "C", "C", "H", "H", "H", "H", "H", "H", "H", "H", "H", "H", "H", "H", "H", "H", "H", "H", "H", "H", "H", "H", "H", "H", "H", "H", "H", "H", "H", "H", "H", "Te", "C", "C", "C", "C", "S", "H", "H", "H"], "coordinates": [[0.5099, -0.3475, -0.6399], [-7.8989, -1.8004, 1.8588], [-7.4074, -2.8169, 2.7170], [-6.4414, -3.6345, 2.2356], [-5.9784, -4.6159, 3.1122], [-5.0087, -5.5008, 2.6957], [-4.4395, -5.3964, 1.4257], [-4.8985, -4.4151, 0.5567], [-5.9074, -3.5453, 0.9534], [-3.5773, -6.4877, 1.0647], [-2.6357, -6.4005, 0.2703], [-2.1466, -5.1525, -0.2467], [-1.9838, -5.0427, -1.6052], [-1.3904, -3.9239, -2.2093], [-0.8835, -2.8919, -1.4433], [-0.2726, -1.8454, -1.9352], [-0.9774, -3.0364, -0.0199], [-0.3487, -2.0775, 0.7045], [-0.2827, -2.1823, 2.0117], [-0.8492, -3.2607, 2.7052], [-1.5113, -4.2295, 2.0004], [-1.5984, -4.1488, 0.5920], [-8.6380, -1.2519, 2.4349], [-8.3749, -2.2270, 0.9730], [-7.0973, -1.1214, 1.5538], [-6.4202, -4.6861, 4.0973], [-4.6846, -6.3059, 3.3432], [-4.5072, -4.3500, -0.4493], [-6.2836, -2.8134, 0.2541], [-2.3309, -5.8616, -2.2244], [-1.2903, -3.8688, -3.2851], [0.2531, -1.3983, 2.5384], [-0.7674, -3.3086, 3.7819], [-1.9462, -5.0738, 2.5188], [5.6400, 3.4821, 2.8522], [4.4825, 4.1432, 2.3879], [3.5627, 3.1413, 1.7520], [2.4470, 3.5648, 1.0419], [1.5952, 2.6186, 0.5153], [1.7999, 1.3116, 0.6452], [2.9038, 0.8952, 1.2680], [3.7986, 1.7797, 1.8513], [3.1783, -0.5663, 1.1946], [4.2418, -1.1668, 1.8457], [4.5101, -2.5124, 1.6294], [5.6943, -3.1585, 2.3080], [5.8215, -2.7641, 3.6601], [3.6848, -3.2187, 0.7670], [2.6213, -2.5622, 0.1800], [2.3691, -1.2712, 0.3966], [6.2272, 4.1225, 3.2625], [4.7255, 4.9185, 1.6538], [3.9417, 4.6236, 3.2127], [2.2380, 4.6177, 0.9015], [0.7103, 2.9057, -0.0403], [4.6906, 1.4382, 2.3518], [4.8740, -0.6072, 2.5194], [6.6069, -2.8228, 1.8124], [5.6437, -4.2447, 2.1984], [5.1558, -3.2191, 4.1856], [3.8583, -4.2646, 0.5513], [1.9428, -3.0802, -0.4882], [-7.2312, 2.7454, 3.0645], [-6.1050, 4.0262, 2.4775], [-5.9760, 3.5069, 0.7438], [-4.9034, 2.4556, 0.4795], [-3.5021, 3.0125, 0.7069], [-2.4373, 2.0318, 0.4283], [-1.5521, 1.2337, 1.6374], [-2.8232, 0.5825, 2.7785], [-3.3297, 1.3412, 3.8357], [-4.2707, 0.8016, 4.6990], [-4.7089, -0.5050, 4.5255], [-4.2147, -1.2658, 3.4765], [-3.2829, -0.7216, 2.6038], [-0.8000, 2.5151, 2.7024], [-0.0987, 2.0551, 3.8196], [0.5324, 2.9417, 4.6752], [0.4654, 4.3092, 4.4295], [-0.2202, 4.7751, 3.3195], [-0.8412, 3.8816, 2.4540], [-1.7374, 1.7786, -1.1214], [-2.2742, 3.2075, -2.1081], [-3.5108, 3.2658, -2.7501], [-3.8665, 4.3947, -3.4711], [-2.9908, 5.4694, -3.5644], [-1.7537, 5.4158, -2.9395], [-1.3972, 4.2859, -2.2177], [-2.7256, 0.4361, -1.8734], [-2.4199, 0.0707, -3.1857], [-3.0719, -0.9903, -3.7883], [-4.0286, -1.7090, -3.0815], [-4.3285, -1.3584, -1.7756], [-3.6789, -0.2889, -1.1697], [-7.4142, 2.9366, 4.1207], [-6.7983, 1.7521, 2.9580], [-8.1790, 2.8015, 2.5301], [-5.7760, 4.4096, 0.1626], [-6.9588, 3.1424, 0.4428], [-4.9856, 2.1156, -0.5571], [-5.0611, 1.5836, 1.1212], [-3.4108, 3.3519, 1.7377], [-3.3591, 3.8835, 0.0609], [-2.9834, 2.3540, 3.9987], [-4.6563, 1.4022, 5.5128], [-5.4302, -0.9328, 5.2105], [-4.5366, -2.2897, 3.3451], [-2.9143, -1.3218, 1.7813], [-0.0625, 0.9910, 4.0343], [1.0676, 2.5704, 5.5397], [0.9421, 5.0057, 5.1070], [-0.2795, 5.8383, 3.1232], [-1.3554, 4.2639, 1.5813], [-4.1902, 2.4241, -2.6982], [-4.8267, 4.4332, -3.9687], [-3.2698, 6.3445, -4.1367], [-1.0637, 6.2448, -3.0244], [-0.4203, 4.2370, -1.7482], [-1.6604, 0.6132, -3.7391], [-2.8251, -1.2659, -4.8053], [-4.5337, -2.5448, -3.5489], [-5.0730, -1.9135, -1.2214], [-3.9337, -0.0062, -0.1574], [1.5984, 0.8605, -2.8583], [3.2571, -0.4130, -2.7184], [3.3536, -1.7109, -3.1371], [4.6099, -2.3026, -2.8231], [5.4413, -1.4464, -2.1667], [4.7025, 0.0803, -1.9363], [2.5454, -2.2198, -3.6442], [4.8837, -3.3150, -3.0856], [6.4512, -1.6241, -1.8315]]}

---

Record 2
{"formula": "C60H61N3P2PdS2", "method": "wB97M-V/def2-TZVPD", "molar_mass_g_mol": 1056.67, "energy_ha": -4094.10086, "symbols": ["C", "C", "C", "N", "C", "S", "S", "C", "H", "H", "H", "H", "H", "H", "H", "H", "C", "N", "C", "C", "C", "C", "C", "C", "C", "C", "C", "C", "C", "C", "N", "C", "C", "C", "C", "Pd", "P", "C", "C", "C", "C", "C", "C", "C", "C", "C", "C", "C", "C", "C", "C", "C", "C", "C", "C", "P", "C", "C", "C", "C", "C", "C", "C", "C", "C", "C", "C", "C", "C", "C", "C", "C", "C", "C", "C", "C", "H", "H", "H", "H", "H", "H", "H", "H", "H", "H", "H", "H", "H", "H", "H", "H", "H", "H", "H", "H", "H", "H", "H", "H", "H", "H", "H", "H", "H", "H", "H", "H", "H", "H", "H", "H", "H", "H", "H", "H", "H", "H", "H", "H", "H", "H", "H", "H", "H", "H", "H", "H", "H"], "coordinates": [[-6.1991, -2.2020, 5.3409], [-5.0413, -3.1701, 4.9671], [-3.9463, -2.3170, 4.2625], [-4.5794, -1.0000, 4.0744], [-3.8596, 0.0835, 3.6226], [-2.3501, -0.1667, 2.8999], [-4.4377, 1.6550, 3.8280], [-5.7237, -0.7886, 4.9505], [-7.1072, -2.4564, 4.7776], [-6.4578, -2.2417, 6.4042], [-4.6254, -3.6704, 5.8530], [-5.4529, -3.9497, 4.3061], [-3.0203, -2.2433, 4.8797], [-3.6100, -2.7239, 3.2962], [-6.5093, -0.2047, 4.4436], [-5.4187, -0.2486, 5.8656], [-5.7584, -0.6117, -2.4378], [-5.0696, 0.6572, -2.2688], [-5.6034, 1.7892, -3.0021], [-3.9666, 0.7696, -1.4736], [-3.3282, 2.0248, -1.2528], [-2.1835, 2.1158, -0.4959], [-1.5640, 0.9553, 0.1270], [-0.6625, 1.1075, 1.3049], [-0.5392, 2.3150, 2.0117], [0.0792, 2.5207, 3.2410], [0.9776, 1.6354, 3.9257], [2.3190, 2.0219, 4.2279], [3.2050, 1.1513, 4.8298], [2.8017, -0.1709, 5.1863], [3.6233, -1.0511, 5.8404], [3.0606, -2.3020, 6.3259], [5.0542, -0.8292, 6.0156], [1.4585, -0.5285, 4.9035], [0.5682, 0.3671, 4.3566], [0.1709, 0.4651, -1.0515], [0.5199, 1.6411, -2.8725], [2.2179, 1.8114, -3.5040], [2.6219, 1.2244, -4.7131], [3.9468, 1.3047, -5.1272], [4.8956, 1.9791, -4.3509], [4.4950, 2.5686, -3.1495], [3.1669, 2.5119, -2.7346], [-0.4389, 0.7730, -4.1375], [-0.4325, 1.2332, -5.4626], [-1.2455, 0.6196, -6.4134], [-2.0710, -0.4447, -6.0445], [-2.0776, -0.9125, -4.7281], [-1.2597, -0.3046, -3.7794], [-0.1851, 3.3030, -2.7383], [-1.3086, 3.6815, -3.4924], [-1.8560, 4.9538, -3.3296], [-1.3072, 5.8366, -2.3926], [-0.2316, 5.4405, -1.5941], [0.3280, 4.1745, -1.7591], [1.7982, -1.0856, -0.8413], [0.9222, -2.6034, -0.3446], [0.5299, -3.5594, -1.2932], [-0.3411, -4.5865, -0.9227], [-0.7782, -4.7013, 0.3992], [-0.3953, -3.7469, 1.3508], [0.4600, -2.7045, 0.9829], [2.7490, -1.4780, -2.3519], [4.1541, -1.5484, -2.3501], [4.8357, -1.9021, -3.5157], [4.1389, -2.1924, -4.6894], [2.7492, -2.0800, -4.7024], [2.0528, -1.7217, -3.5483], [3.0160, -0.8399, 0.4818], [3.4812, -1.9172, 1.2611], [4.5234, -1.7262, 2.1656], [5.1548, -0.4850, 2.2462], [4.7074, 0.5896, 1.4658], [3.6160, 0.4276, 0.6116], [-2.2672, -0.3016, -0.0843], [-3.4446, -0.3636, -0.7874], [-5.0954, -1.3664, -2.9081], [-6.1066, -1.0160, -1.4672], [-6.6211, -0.4392, -3.0944], [-4.8350, 2.2619, -3.6363], [-6.4120, 1.4258, -3.6445], [-6.0035, 2.5507, -2.3135], [-3.7913, 2.9051, -1.7059], [-1.7601, 3.1148, -0.3589], [-0.0633, 0.2210, 1.6113], [-1.0098, 3.2005, 1.5760], [0.1147, 3.5440, 3.6181], [2.6415, 3.0308, 3.9634], [4.2295, 1.4638, 5.0254], [2.7890, -2.9764, 5.4952], [3.7619, -2.8092, 6.9963], [2.1474, -2.0783, 6.8959], [5.2543, 0.0972, 6.5780], [5.4775, -1.6737, 6.5757], [5.5729, -0.7666, 5.0419], [1.0730, -1.5234, 5.1304], [-0.4748, 0.0641, 4.2648], [1.8952, 0.6923, -5.3315], [4.2403, 0.8305, -6.0633], [5.9261, 2.0609, -4.7022], [5.2280, 3.0974, -2.5366], [2.8507, 3.0255, -1.8258], [0.2119, 2.0731, -5.7286], [-1.2306, 0.9874, -7.4385], [-2.7033, -0.9130, -6.7967], [-2.7134, -1.7479, -4.4352], [-1.2649, -0.6615, -2.7421], [-1.7565, 2.9815, -4.2006], [-2.7064, 5.2526, -3.9449], [-1.7141, 6.8459, -2.2945], [0.1793, 6.1229, -0.8461], [1.1508, 3.8559, -1.1142], [0.8995, -3.4752, -2.3121], [-0.6733, -5.3004, -1.6747], [-1.4152, -5.5463, 0.6819], [-0.7395, -3.8145, 2.3834], [0.7595, -1.9669, 1.7308], [4.7015, -1.3493, -1.4238], [5.9221, -1.9700, -3.5016], [4.6787, -2.5155, -5.5865], [2.2017, -2.2820, -5.6218], [0.9594, -1.6486, -3.5712], [3.0531, -2.9114, 1.1348], [4.8720, -2.5647, 2.7725], [6.0253, -0.3525, 2.8935], [5.2337, 1.5460, 1.5107], [3.2530, 1.2705, 0.0094], [-1.9492, -1.1846, 0.4715], [-4.0085, -1.2949, -0.8359]]}

---

Record 3
{"formula": "C60H71N7O15S2", "method": "wB97M-V/def2-TZVPD", "smiles": "CCCCCCCCN(CCCCCCCC)C(=S)SCCCC1=CC(=O)OC1=O.O=[N+]([O-])c1ccccc1.O=[N+]([O-])c1ccccc1.O=[N+]([O-])c1ccccc1.O=[N+]([O-])c1ccccc1.O=[N+]([O-])c1ccccc1.O=[N+]([O-])c1ccccc1", "molar_mass_g_mol": 1194.40, "energy_ha": -4636.56826, "symbols": ["C", "C", "C", "C", "C", "C", "C", "C", "N", "C", "C", "C", "C", "C", "C", "C", "C", "C", "S", "S", "C", "C", "C", "C", "C", "C", "O", "O", "C", "O", "H", "H", "H", "H", "H", "H", "H", "H", "H", "H", "H", "H", "H", "H", "H", "H", "H", "H", "H", "H", "H", "H", "H", "H", "H", "H", "H", "H", "H", "H", "H", "H", "H", "H", "H", "H", "H", "H", "H", "H", "H", "C", "C", "C", "C", "C", "C", "N", "O", "O", "H", "H", "H", "H", "H", "C", "C", "C", "C", "C", "C", "N", "O", "O", "H", "H", "H", "H", "H", "C", "C", "C", "C", "C", "C", "N", "O", "O", "H", "H", "H", "H", "H", "C", "C", "C", "C", "C", "C", "N", "O", "O", "H", "H", "H", "H", "H", "C", "C", "C", "C", "C", "C", "N", "O", "O", "H", "H", "H", "H", "H", "C", "C", "C", "C", "C", "C", "N", "O", "O", "H", "H", "H", "H", "H"], "coordinates": [[-2.4375, 2.0358, -3.7608], [-3.3685, 3.2828, -3.6359], [-4.7088, 2.9098, -2.9725], [-4.7571, 3.0670, -1.4292], [-3.3803, 3.1064, -0.7190], [-2.9925, 4.5370, -0.2816], [-1.5111, 4.5957, 0.1569], [-0.6215, 4.4842, -1.1165], [0.5159, 5.4279, -1.1454], [1.7862, 4.7882, -0.7645], [1.6965, 3.9891, 0.5543], [1.5476, 2.4595, 0.3029], [2.3050, 1.5777, 1.3166], [1.7346, 0.1255, 1.1937], [0.7430, -0.2229, 2.3191], [-0.6602, 0.4140, 2.1243], [-0.7548, 1.7497, 2.9160], [0.6058, 6.0978, -2.3950], [0.7515, 7.7139, -2.4014], [0.5227, 5.2750, -3.9908], [1.5955, 3.7978, -3.9341], [1.4324, 2.9832, -5.2346], [1.1087, 1.4963, -4.9686], [2.0082, 0.8217, -3.9720], [1.5601, -0.0775, -3.1243], [2.7530, -0.5415, -2.3311], [2.7880, -1.1394, -1.3521], [3.8819, -0.1276, -3.0172], [3.4921, 0.9840, -3.7374], [4.1734, 1.8583, -4.0421], [-2.7127, 1.3226, -2.9746], [-2.5165, 1.5529, -4.7378], [-1.4023, 2.3509, -3.5705], [-2.8548, 4.1296, -3.1796], [-3.5837, 3.5774, -4.6713], [-5.0270, 1.9172, -3.3078], [-5.4614, 3.5941, -3.3910], [-5.3424, 3.9408, -1.1285], [-5.2858, 2.1894, -1.0363], [-2.5755, 2.6003, -1.2583], [-3.5045, 2.5571, 0.2250], [-3.2311, 5.2984, -1.0330], [-3.5760, 4.7682, 0.6205], [-1.3061, 3.7301, 0.8026], [-1.3017, 5.4920, 0.7466], [-1.2599, 4.7149, -1.9736], [-0.3203, 3.4318, -1.2437], [2.1715, 4.1037, -1.5340], [2.5242, 5.5903, -0.6421], [0.9137, 4.3796, 1.2106], [2.6444, 4.1324, 1.0893], [1.8307, 2.2413, -0.7354], [0.4826, 2.2109, 0.3993], [3.3795, 1.6024, 1.1053], [2.1299, 1.9932, 2.3150], [2.5775, -0.5740, 1.1915], [1.2305, 0.0679, 0.2216], [0.6084, -1.3101, 2.3848], [1.1367, 0.1275, 3.2804], [-0.8739, 0.5882, 1.0620], [-1.4649, -0.2276, 2.5015], [-1.7958, 2.0867, 2.9922], [-0.1859, 2.5462, 2.4296], [-0.4020, 1.5740, 3.9368], [1.2799, 3.1855, -3.0827], [2.6482, 4.0707, -3.8397], [0.6206, 3.3664, -5.8668], [2.3273, 3.0509, -5.8599], [1.2243, 0.9612, -5.9230], [0.0582, 1.3815, -4.6941], [0.5464, -0.4288, -2.9987], [-2.2270, -4.4935, 4.6717], [-2.9373, -3.3085, 4.5306], [-2.5558, -2.1849, 5.2439], [-1.4609, -2.2587, 6.0876], [-0.7479, -3.4356, 6.2445], [-1.1368, -4.5584, 5.5314], [-1.0410, -1.0583, 6.8175], [-1.7004, -0.0470, 6.6656], [-0.0513, -1.1365, 7.5303], [-2.5235, -5.3702, 4.1089], [-3.7794, -3.2583, 3.8678], [-3.1140, -1.2664, 5.1272], [0.1034, -3.4881, 6.9084], [-0.5872, -5.4839, 5.6415], [1.1047, 0.7000, 10.2582], [1.2022, 1.2257, 11.5406], [0.1774, 2.0073, 12.0500], [-0.9384, 2.2496, 11.2667], [-1.0446, 1.7374, 9.9842], [-0.0147, 0.9580, 9.4781], [-2.0380, 3.0587, 11.8143], [-1.9038, 3.5100, 12.9384], [-3.0197, 3.2280, 11.1140], [1.9049, 0.0846, 9.8645], [2.0770, 1.0236, 12.1451], [0.2565, 2.4146, 13.0479], [-1.9164, 1.9337, 9.3757], [-0.0847, 0.5500, 8.4820], [-7.1837, -6.1207, -0.3993], [-7.0238, -6.6492, 0.8752], [-6.5905, -5.8396, 1.9127], [-6.3257, -4.5044, 1.6593], [-6.4740, -3.9657, 0.3921], [-6.9052, -4.7818, -0.6412], [-5.8886, -3.6357, 2.7601], [-5.7431, -4.1364, 3.8640], [-5.6930, -2.4597, 2.5106], [-7.5278, -6.7547, -1.2070], [-7.2403, -7.6929, 1.0604], [-6.4674, -6.2542, 2.9032], [-6.2609, -2.9231, 0.2004], [-7.0280, -4.3730, -1.6355], [7.9898, 0.6743, -5.8018], [6.6070, 0.5964, -5.8922], [5.9568, 1.0768, -7.0168], [6.7020, 1.6282, -8.0436], [8.0810, 1.7190, -7.9649], [8.7257, 1.2387, -6.8357], [6.0137, 2.1170, -9.2480], [4.7976, 2.0387, -9.2744], [6.6985, 2.5670, -10.1473], [8.4960, 0.2935, -4.9235], [6.0357, 0.1579, -5.0855], [4.8799, 1.0143, -7.0828], [8.6570, 2.1551, -8.7686], [9.8033, 1.3015, -6.7625], [5.8990, -3.3674, -0.1761], [4.5146, -3.2585, -0.1348], [3.7370, -4.3918, 0.0438], [4.3564, -5.6222, 0.1829], [5.7345, -5.7453, 0.1368], [6.5077, -4.6094, -0.0445], [3.5329, -6.8222, 0.3957], [2.3223, -6.6822, 0.4112], [4.1083, -7.8844, 0.5462], [6.5059, -2.4804, -0.3106], [4.0427, -2.2925, -0.2383], [2.6601, -4.3036, 0.0756], [6.2114, -6.7095, 0.2417], [7.5862, -4.6916, -0.0799], [-0.8724, -4.1240, -4.6339], [-0.7820, -3.5109, -3.3908], [-1.8627, -2.8054, -2.8850], [-3.0262, -2.7266, -3.6322], [-3.1275, -3.3269, -4.8751], [-2.0420, -4.0285, -5.3765], [-4.1817, -1.9983, -3.0860], [-4.0456, -1.4662, -1.9988], [-5.2018, -1.9718, -3.7497], [-0.0288, -4.6794, -5.0245], [0.1309, -3.5862, -2.8139], [-1.7893, -2.3297, -1.9168], [-4.0371, -3.2573, -5.4548], [-2.1089, -4.5047, -6.3456]]}